[1]
This record from OMol25 describes a cluster of 7 separate species, C35H69IN2O6 in total. The level of theory is ωB97M-V/def2-TZVPD.

Positions of all 113 atoms, in Å:
1 C 0.592912 1.817891 2.708285
2 C 0.497687 0.863072 1.786660
3 C -0.533694 0.895278 0.690774
4 C 0.207114 1.009984 -0.632384
5 C 0.653712 -0.115979 -1.264938
6 C 1.368151 -0.008094 -2.474446
7 C 1.615811 1.221503 -3.006928
8 C 1.164584 2.408029 -2.371493
9 N 1.434401 3.600268 -2.957395
10 C 0.985061 4.623221 -2.289631
11 I 1.360057 6.534806 -3.089248
12 C 0.262771 4.531642 -1.089637
13 N -0.010724 3.394013 -0.490777
14 C 0.452104 2.315418 -1.169889
15 H 1.098438 1.598934 3.639922
16 H 0.194179 2.801524 2.502040
17 H 1.185854 0.025234 1.737809
18 H -1.118661 -0.022709 0.680406
19 H -1.200990 1.741876 0.806825
20 H 0.431896 -1.075611 -0.818405
21 H 1.708189 -0.913398 -2.955280
22 H 2.164578 1.310779 -3.933308
23 H -0.092515 5.445817 -0.632701
24 C -1.287567 -0.766609 -6.584895
25 C -0.074115 0.147420 -6.572909
26 O 1.115499 -0.480434 -6.131349
27 C 1.561441 -1.589958 -6.889430
28 C 1.859983 -1.267633 -8.343657
29 H -1.460162 -1.182351 -5.590934
30 H -2.173421 -0.208824 -6.889785
31 H -1.166188 -1.600920 -7.277238
32 H -0.246518 0.965899 -5.873241
33 H 0.076206 0.603476 -7.557789
34 H 0.843928 -2.415379 -6.816758
35 H 2.475515 -1.927488 -6.399996
36 H 0.971827 -0.932068 -8.880218
37 H 2.241902 -2.153216 -8.852494
38 H 2.607769 -0.476414 -8.412410
39 C -2.787449 -3.886097 3.347289
40 C -2.320243 -2.453471 3.147253
41 O -2.642926 -1.917858 1.876343
42 C -4.019341 -1.855315 1.549347
43 C -4.841336 -1.004282 2.502099
44 H -2.370825 -4.537066 2.576958
45 H -2.468156 -4.250023 4.324550
46 H -3.873364 -3.974063 3.298561
47 H -1.232029 -2.416094 3.210592
48 H -2.702076 -1.806084 3.944064
49 H -4.438306 -2.865343 1.468135
50 H -4.060949 -1.418495 0.550376
51 H -4.837242 -1.404245 3.516825
52 H -5.877773 -0.961070 2.164868
53 H -4.444086 0.011693 2.543116
54 C 3.699099 -0.969070 4.164465
55 C 3.663882 0.395680 4.831932
56 O 2.688413 0.511492 5.851837
57 C 2.818226 -0.375924 6.946573
58 C 4.130048 -0.241864 7.701207
59 H 2.720716 -1.212271 3.745612
60 H 4.436396 -0.973561 3.360705
61 H 3.965619 -1.762090 4.864644
62 H 3.401987 1.147957 4.087331
63 H 4.654641 0.665875 5.213544
64 H 2.665665 -1.411009 6.619550
65 H 1.990784 -0.135487 7.614314
66 H 4.990291 -0.481172 7.074996
67 H 4.141098 -0.919404 8.555637
68 H 4.257734 0.778917 8.064030
69 C -4.179061 -5.624080 -2.641159
70 C -4.251078 -5.041635 -1.239638
71 O -3.398939 -5.676453 -0.305282
72 C -2.013131 -5.640970 -0.598112
73 C -1.444862 -4.236843 -0.706937
74 H -4.414851 -6.688975 -2.623667
75 H -4.891081 -5.118369 -3.294191
76 H -3.187217 -5.511141 -3.080859
77 H -5.260058 -5.170984 -0.846773
78 H -4.059398 -3.962294 -1.260618
79 H -1.797870 -6.218300 -1.504727
80 H -1.529082 -6.166279 0.225861
81 H -1.896368 -3.673589 -1.525260
82 H -0.368930 -4.277668 -0.884487
83 H -1.629295 -3.683909 0.215071
84 C 3.971167 1.472559 0.006582
85 C 5.188116 2.374492 0.091536
86 O 6.343021 1.728922 0.596331
87 C 6.809193 0.616932 -0.144869
88 C 7.184982 0.941636 -1.580847
89 H 3.763329 1.059654 0.996349
90 H 3.079576 1.979951 -0.360896
91 H 4.125963 0.627394 -0.667715
92 H 4.983779 3.194364 0.780394
93 H 5.400069 2.832593 -0.881674
94 H 6.076179 -0.197526 -0.114153
95 H 7.691481 0.262259 0.388600
96 H 6.329786 1.293723 -2.158986
97 H 7.578162 0.052451 -2.075034
98 H 7.947471 1.721369 -1.607774
99 C -3.038692 5.709035 1.313808
100 C -3.134330 4.263609 0.853529
101 O -3.737914 3.397249 1.799129
102 C -5.068262 3.702767 2.170954
103 C -6.053215 3.692774 1.013943
104 H -2.483143 5.773339 2.250594
105 H -2.526990 6.309819 0.560364
106 H -4.020679 6.154337 1.480555
107 H -2.130212 3.872479 0.695444
108 H -3.651795 4.197566 -0.111203
109 H -5.106633 4.661021 2.701776
110 H -5.351441 2.935996 2.892805
111 H -5.816174 4.450850 0.266549
112 H -7.062046 3.888685 1.378997
113 H -6.045041 2.721933 0.515782

Forces on atoms 1 to 6 (eV/Å):
C 0.373 -0.582 -0.169
C -0.573 0.316 0.001
C 0.955 0.337 -0.951
C -0.691 0.038 0.517
C -0.088 0.538 -0.007
C -0.018 0.028 0.178

Calculated values
- E_tot (eV) = -60776.5944
- max |F| (eV/A) = 1.456
- frontier orbital gap (eV) = 8.243

---

[2]
This record from OMol25 describes a cluster of 2 separate species, C4H10O2 in total. The level of theory is ωB97M-V/def2-TZVPD.

Positions of all 16 atoms, in Å:
1 C 1.515677 0.593116 -1.310352
2 C 0.834370 0.931659 -0.022069
3 C -0.418350 0.659312 0.358835
4 O -1.323158 0.227538 -0.601714
5 C -0.976768 0.690008 1.747005
6 H 2.576490 0.352245 -1.111866
7 H 0.983049 -0.228597 -1.794464
8 H 1.588156 1.432364 -2.062288
9 H 1.365901 1.480579 0.768546
10 H -1.554012 -0.697318 -0.393551
11 H -1.099526 -0.355308 2.129427
12 H -0.356091 1.262956 2.455823
13 H -1.981684 1.103958 1.618820
14 H 0.804045 -1.567846 -0.215971
15 H 0.917633 -2.910919 0.336751
16 O 0.254277 -2.386508 -0.178312

Forces on atoms 1 to 6 (eV/Å):
C 0.325 0.960 -0.665
C -0.194 0.860 1.282
C 0.484 -0.520 -0.848
O 0.167 -0.793 0.275
C -0.189 -0.198 -0.095
H -0.521 -0.253 -0.066

Calculated values
- E_tot (eV) = -8404.3282
- max |F| (eV/A) = 2.265
- relative energy (zero: lowest compared OMol25 entry of this formula, charge and spin) (kcal/mol) = 28.1
- frontier orbital gap (eV) = 9.588

---

[3]
This record from OMol25 describes a cluster of 7 separate species, C20H32I2N7O2 in total. The level of theory is ωB97M-V/def2-TZVPD.

Positions of all 63 atoms, in Å:
1 C -2.106825 -3.334561 -0.532782
2 C -0.842386 -2.491784 -1.103552
3 I 0.382083 -3.991443 -2.184922
4 C 0.100058 -1.896552 0.045503
5 C 0.086305 -0.297689 0.168490
6 N 1.121506 0.129664 1.174079
7 C -1.333120 0.350540 0.480498
8 C -2.180809 -0.366542 1.634321
9 C -2.106338 0.344210 3.069518
10 I -4.297785 -0.268233 0.984211
11 C 0.632525 0.286763 -1.249069
12 O 1.867644 0.597289 -1.406117
13 O -0.204873 0.515797 -2.328687
14 H -1.804526 -4.314866 -0.044092
15 H -2.785287 -3.524414 -1.444395
16 H -2.735848 -2.740196 0.206914
17 H -1.269799 -1.715272 -1.821149
18 H 1.188273 -2.212511 -0.142504
19 H -0.196140 -2.419656 1.022275
20 H 1.919081 -0.507916 1.107019
21 H 0.720854 0.170559 2.117808
22 H -1.124151 1.431267 0.816695
23 H -1.956926 0.447615 -0.479483
24 H -1.962837 -1.470013 1.782802
25 H -3.115921 0.167408 3.595646
26 H -1.874692 1.455486 3.040559
27 H -1.322573 -0.238465 3.680392
28 C -5.742755 1.736019 -3.073928
29 C -6.533358 0.609120 -2.486405
30 N -7.160006 -0.283380 -2.029514
31 H -4.680529 1.588178 -2.871381
32 H -5.898150 1.774844 -4.153027
33 H -6.061522 2.681638 -2.633174
34 C 2.361750 -5.056611 1.603916
35 C 2.063853 -3.640594 1.986383
36 N 1.825208 -2.527425 2.280707
37 H 1.437727 -5.569020 1.332001
38 H 3.042833 -5.075160 0.751398
39 H 2.825376 -5.577487 2.443201
40 C 3.869022 2.009119 2.584426
41 C 3.422934 1.695263 3.978672
42 N 3.073411 1.448719 5.073848
43 H 3.551253 1.216507 1.904680
44 H 3.430556 2.952887 2.257905
45 H 4.956658 2.091791 2.552739
46 C 4.168244 -5.376344 -4.621655
47 C 3.723163 -5.711195 -3.232869
48 N 3.371109 -5.973303 -2.143616
49 H 3.843833 -6.155522 -5.312751
50 H 3.735116 -4.423387 -4.929482
51 H 5.256036 -5.300940 -4.654182
52 C -0.398355 4.144521 -1.836501
53 C -0.871197 3.865528 -0.445462
54 N -1.237217 3.645039 0.650067
55 H -0.710420 3.339222 -2.504771
56 H -0.822388 5.086152 -2.189650
57 H 0.689856 4.216498 -1.849995
58 C 0.558179 7.176211 2.011554
59 C 1.206698 6.887763 0.694249
60 N 1.713239 6.657026 -0.340164
61 H -0.040898 6.319301 2.324184
62 H 1.321698 7.372192 2.765718
63 H -0.088453 8.050348 1.922905

Forces on atoms 1 to 6 (eV/Å):
C -0.027 0.416 -0.850
C -1.191 -0.161 1.196
I -0.503 0.577 0.082
C -0.193 -0.301 -0.392
C 0.516 0.052 -0.751
N -1.256 0.027 -0.409

Calculated values
- E_tot (eV) = -51984.1129
- max |F| (eV/A) = 5.408
- charge = -1
- frontier orbital gap (eV) = 6.515

---

[4]
This record from OMol25 describes a structure of composition C34H20BrF4N3PZn. The level of theory is ωB97M-V/def2-TZVPD.

Positions of all 64 atoms, in Å:
1 Zn 0.205552 -0.520313 -0.548600
2 F -1.754531 -7.708170 0.265775
3 C -1.599213 -6.406109 0.411955
4 C -2.523883 -5.678264 1.132779
5 F -3.564274 -6.284853 1.680569
6 C -2.348758 -4.317856 1.283595
7 F -3.257571 -3.672878 2.017288
8 C -1.273356 -3.643739 0.719265
9 P -1.120884 -1.840344 0.911155
10 C -2.786801 -1.163110 0.729100
11 C -3.373870 -1.345873 -0.523195
12 C -4.628107 -0.817092 -0.784232
13 C -5.287761 -0.085844 0.195950
14 C -4.696482 0.112251 1.434745
15 C -3.445979 -0.426048 1.705701
16 C -0.472430 -1.572084 2.571660
17 C 0.841971 -1.115942 2.679934
18 C 1.425083 -0.938556 3.925516
19 C 0.694546 -1.215639 5.071875
20 C -0.611298 -1.679363 4.972983
21 C -1.194809 -1.864258 3.730065
22 C -0.330552 -4.407361 0.022882
23 Br 1.267550 -3.676986 -0.661753
24 C -0.498641 -5.769750 -0.133868
25 F 0.386285 -6.504717 -0.792971
26 H -2.859820 -1.914513 -1.292095
27 H -5.087478 -0.969921 -1.751483
28 H -6.263477 0.335319 -0.010137
29 H -5.210710 0.683955 2.197097
30 H -2.992734 -0.269506 2.676115
31 H 1.428882 -0.900334 1.795848
32 H 2.444414 -0.584214 3.999101
33 H 1.145282 -1.075550 6.046401
34 H -1.176975 -1.905083 5.867787
35 H -2.206022 -2.247431 3.667498
36 N 4.910569 7.730175 -3.943286
37 C 4.373819 6.791851 -3.553318
38 C 3.699261 5.612029 -3.062670
39 C 2.315695 5.508100 -3.174307
40 C 1.670903 4.378353 -2.699588
41 C 2.402604 3.343025 -2.125948
42 C 3.786302 3.449388 -2.021986
43 C 4.435209 4.582804 -2.482356
44 C 1.700499 2.124621 -1.618183
45 C 1.917183 0.939433 -2.339215
46 C 2.694111 0.812433 -3.512126
47 C 2.636443 -0.508840 -3.914273
48 C 1.822808 -1.162732 -2.985298
49 N 1.389341 -0.323791 -2.036011
50 C 0.900150 2.302203 -0.482442
51 C 0.745495 3.489050 0.270326
52 C -0.106649 3.204931 1.319099
53 C -0.450204 1.852181 1.188724
54 N 0.140651 1.297826 0.125525
55 H 1.753071 6.311940 -3.630522
56 H 0.594561 4.292984 -2.782373
57 H 4.354473 2.644294 -1.572427
58 H 5.509692 4.674809 -2.396042
59 H 3.217430 1.617190 -4.004862
60 H 3.106440 -0.955498 -4.775734
61 H 1.525154 -2.200645 -2.988058
62 H 1.221342 4.434191 0.060143
63 H -0.442578 3.878037 2.092668
64 H -1.096926 1.269837 1.830234

Forces on atoms 1 to 6 (eV/Å):
Zn -0.137 -0.216 0.204
F 0.019 0.044 -0.009
C -0.076 -0.197 0.020
C -0.146 -0.161 0.046
F 0.023 0.025 -0.010
C -0.042 0.110 0.013

Calculated values
- E_tot (eV) = -178666.4677
- max |F| (eV/A) = 0.327
- charge = +1
- frontier orbital gap (eV) = 6.883